Molecular formula: CHClINO
Method: DFT, the ωB97M-V functional and the def2-TZVPD basis

Each line ends with the Löwdin charge.
Geometry (Å):
O: 1.2038 0.8552 1.1933  0.15
C: 0.2357 1.0596 0.5920  -0.47
N: -0.6255 0.9153 -0.1929  -0.37
Cl: -2.1891 1.4627 -0.4180  0.65
I: 0.5032 -2.5719 -1.2598  0.38
H: 0.8719 -1.7209 0.0854  -0.34

Energy ... -25211.9683 eV
Spin multiplicity ... 1



Molecular formula: CHClN3O
Method: DFT, the ωB97M-V functional and the def2-TZVPD basis

Each line ends with the Löwdin charge.
Geometry (Å):
N: -0.1820 1.1083 -2.1918  0.45
N: -0.1007 0.5820 -1.2219  0.12
C: 0.0687 -0.2802 -0.1864  -0.30
O: 0.3965 -1.3835 -1.1781  0.01
N: -0.0510 0.0041 1.0689  -0.30
Cl: 0.1917 -1.0032 2.4278  0.85
H: -0.3232 0.9726 1.2814  0.16

Charge ... +1
Energy ... -20079.6382 eV
Spin multiplicity ... 1



Molecular formula: CHClN4O
Method: DFT, the ωB97M-V functional and the def2-TZVPD basis

Each line ends with the Löwdin charge.
Geometry (Å):
C: 2.4975 -0.3533 0.3049  -0.43
N: -2.4688 0.9299 0.6245  -0.44
N: 2.5829 0.6552 0.8427  0.15
N: -2.5918 0.2894 -0.4166  -0.32
N: -2.8838 -0.3985 -1.2279  0.22
O: 2.3727 -1.4219 -0.3578  0.14
Cl: -0.9701 1.6902 0.9164  0.54
H: 1.4614 -1.3910 -0.6862  0.14

Energy ... -21579.0938 eV
Spin multiplicity ... 1



> Which value of spin multiplicity does entry 2 give?

1



> What is the formula in the second record?

CHClN3O



> Among the records above, which one has the highest energy?

CHClN3O



> Which value of spin multiplicity does entry 3 give?

1